Run i
This record from OMol25 describes a 2-piece molecular cluster, C3H11N3 overall. The level of theory is the ωB97M-V functional and the def2-TZVPD basis.

The geometry in XYZ format:
```
17
Properties=species:S:1:pos:R:3:lowdin_charge:R:1
C -2.88 3.13 -0.41 -0.044
C -1.91 4.03 -0.17 -0.310
N -1.06 4.20 0.90 0.033
H -2.77 2.06 -0.26 0.037
H -3.64 3.48 -1.08 0.027
H -1.90 4.91 -0.80 0.096
H -1.02 3.55 1.66 0.087
H -0.84 5.16 1.08 0.076
N 2.46 -2.38 0.29 -0.004
C 2.12 -3.62 -0.33 -0.395
N 0.66 -3.82 -0.34 -0.026
H 2.08 -1.61 -0.23 0.065
H 2.77 -2.30 1.23 0.057
H 2.40 -3.60 -1.39 0.102
H 2.62 -4.44 0.17 0.099
H 0.49 -4.64 -0.92 0.049
H 0.42 -4.10 0.60 0.053
```

Properties
LUMO	1.09	eV
charge	0
highest occupied orbital energy	-7.9	eV

Run ii
This record from OMol25 describes a 2-piece molecular cluster, C3H11N3 overall. The level of theory is the ωB97M-V functional and the def2-TZVPD basis.

The geometry in XYZ format:
```
17
Properties=species:S:1:pos:R:3:lowdin_charge:R:1
C 3.94 -0.76 0.10 -0.109
C 3.16 -2.04 0.27 -0.376
N 1.78 -1.94 -0.15 -0.022
H 4.95 -0.92 0.49 0.071
H 3.48 0.08 0.61 0.070
H 4.05 -0.56 -0.95 0.058
H 3.22 -2.28 1.35 0.095
H 3.63 -2.95 -0.10 0.099
H 1.22 -2.76 0.02 0.056
H 1.33 -1.08 0.14 0.058
N -2.95 1.29 -1.16 0.034
C -3.13 1.41 0.21 -0.388
N -3.47 2.54 0.69 0.056
H -3.33 0.46 -1.60 0.075
H -3.39 2.05 -1.66 0.082
H -3.04 0.45 0.72 0.110
H -3.70 2.44 1.68 0.032
```

Properties
LUMO	0.86	eV
charge	0
highest occupied orbital energy	-8.8	eV

So which one is most stable? That would be run ii, about 24.4 kcal/mol below the next structure.

Run i
This record from OMol25 describes a 2-piece molecular cluster, C3H11N3 overall. The level of theory is the ωB97M-V functional and the def2-TZVPD basis.

The geometry in XYZ format:
```
17
Properties=species:S:1:pos:R:3:lowdin_charge:R:1
C 3.01 -0.50 0.89 -0.019
C 2.16 -0.64 -0.10 -0.294
N 1.42 0.42 -0.74 -0.003
H 3.25 0.48 1.28 0.050
H 3.44 -1.36 1.38 0.043
H 1.88 -1.64 -0.44 0.086
H 2.04 1.22 -0.77 0.064
H 0.69 0.72 -0.08 0.018
N -1.24 0.58 0.66 -0.026
C -2.04 -0.34 -0.17 -0.372
N -2.67 0.24 -1.31 -0.004
H -1.79 1.15 1.29 0.064
H -0.59 0.05 1.23 0.057
H -1.45 -1.20 -0.50 0.107
H -2.82 -0.75 0.49 0.100
H -3.28 1.02 -1.10 0.061
H -2.00 0.56 -2.00 0.066
```

Properties
LUMO	1.07	eV
charge	0
highest occupied orbital energy	-9.1	eV

Run ii
This record from OMol25 describes C3H11N3 as an isolated structure. The level of theory is the ωB97M-V functional and the def2-TZVPD basis.

The geometry in XYZ format:
```
17
Properties=species:S:1:pos:R:3:lowdin_charge:R:1
C 1.20 1.28 -0.55 -0.106
C 0.78 -1.62 -0.18 -0.162
C 0.58 0.63 0.69 -0.322
N -2.45 0.32 0.22 -0.051
N -1.51 -0.33 -0.50 -0.048
N -0.02 -0.66 0.51 -0.165
H 0.51 1.19 -1.38 0.061
H 1.39 2.34 -0.36 0.064
H 2.14 0.81 -0.81 0.060
H 0.28 -2.59 -0.17 0.071
H 1.02 -1.36 -1.22 0.073
H 1.72 -1.72 0.38 0.087
H 1.33 0.53 1.48 0.111
H -0.20 1.29 1.09 0.084
H -2.76 -0.10 1.09 0.088
H -2.23 1.30 0.31 0.073
H -1.78 -1.30 -0.61 0.080
```

Properties
LUMO	1.12	eV
charge	0
highest occupied orbital energy	-8.0	eV

Run iii
This record from OMol25 describes one molecule with the formula C3H11N3. The level of theory is the ωB97M-V functional and the def2-TZVPD basis.

The geometry in XYZ format:
```
17
Properties=species:S:1:pos:R:3:lowdin_charge:R:1
C -0.38 -0.27 1.02 -0.237
N 0.40 0.04 -0.20 -0.089
C 1.35 1.05 0.10 -0.363
N 2.12 1.40 -1.11 0.006
C -1.52 -1.26 0.79 -0.279
N -2.17 -1.02 -0.50 -0.021
H -0.82 0.67 1.37 0.113
H 0.27 -0.66 1.80 0.110
H 0.77 -0.84 -0.52 0.118
H 2.10 0.74 0.84 0.113
H 0.82 1.90 0.53 0.114
H 1.60 2.12 -1.60 0.062
H 2.97 1.84 -0.78 0.058
H -1.15 -2.30 0.83 0.101
H -2.29 -1.18 1.56 0.097
H -2.33 -1.88 -1.01 0.055
H -1.54 -0.47 -1.07 0.041
```

Properties
LUMO	1.05	eV
charge	0
highest occupied orbital energy	-8.9	eV

So which one is most stable? That would be run iii, about 14.1 kcal/mol below the next structure.

Run i
This record from OMol25 describes C2H8NS2 as an isolated structure. The level of theory is the ωB97M-V functional and the def2-TZVPD basis.

The geometry in XYZ format:
```
13
Properties=species:S:1:pos:R:3:lowdin_charge:R:1
C -0.96 -0.51 0.66 -0.056
C 0.20 -0.25 -0.30 -0.374
N 0.04 1.03 -0.86 0.064
S 3.31 0.27 -0.82 0.288
S 2.24 0.26 0.85 0.321
H -1.16 0.36 1.20 0.065
H -0.78 -1.23 1.41 0.089
H -1.76 -0.79 0.10 0.064
H 0.45 -1.17 -0.84 0.123
H -0.77 1.25 -1.51 0.204
H -0.20 1.67 -0.04 0.184
H 0.93 1.25 -1.46 0.151
H 3.63 -1.08 -0.68 -0.124
```

Properties
LUMO	-4.82	eV
charge	+1
highest occupied orbital energy	-13.4	eV

Run ii
This record from OMol25 describes a 2-piece molecular cluster, C2H8NS2 overall. The level of theory is the ωB97M-V functional and the def2-TZVPD basis.

The geometry in XYZ format:
```
13
Properties=species:S:1:pos:R:3:lowdin_charge:R:1
C -0.73 0.60 0.90 -0.103
C -0.72 -0.42 -0.19 -0.878
N -0.84 -0.02 -1.46 0.132
S -0.82 -1.98 0.28 1.031
S 2.13 -0.10 -0.19 0.571
H -1.62 0.29 1.45 0.102
H 0.15 0.61 1.43 0.031
H -0.94 1.56 0.44 0.100
H -0.81 -0.76 -2.22 0.169
H 2.82 1.03 -0.47 -0.165
H -1.03 0.99 -1.77 0.191
H -1.03 -1.68 1.55 -0.055
H 3.45 -0.12 0.24 -0.125
```

Properties
LUMO	-4.78	eV
charge	+1
highest occupied orbital energy	-13.6	eV

Run iii
This record from OMol25 describes a 2-piece molecular cluster, C2H8NS2 overall. The level of theory is the ωB97M-V functional and the def2-TZVPD basis.

The geometry in XYZ format:
```
13
Properties=species:S:1:pos:R:3:lowdin_charge:R:1
C 0.17 1.21 -0.81 -0.075
C 1.25 0.41 -0.23 -0.703
N 0.84 -0.55 0.57 0.174
S 2.85 0.93 -0.57 1.003
S -2.25 -1.80 1.30 0.596
H -0.20 0.65 -1.69 0.136
H -0.77 1.20 -0.25 0.105
H 0.60 2.20 -0.93 0.084
H 1.52 -1.23 1.03 0.188
H -3.10 -1.95 2.20 -0.267
H -0.11 -0.75 0.64 -0.018
H 2.33 1.70 -1.57 -0.052
H -3.13 -2.04 0.31 -0.171
```

Properties
LUMO	-4.59	eV
charge	+1
highest occupied orbital energy	-13.5	eV

So which one is most stable? That would be run iii, about 13.9 kcal/mol below the next structure.

Run i
This record from OMol25 describes C5H5N3 as an isolated structure. The level of theory is the ωB97M-V functional and the def2-TZVPD basis.

The geometry in XYZ format:
```
13
Properties=species:S:1:pos:R:3:lowdin_charge:R:1
C -1.98 0.07 -0.20 -0.187
C -1.09 1.04 -0.16 -0.090
C 0.21 0.55 0.42 -0.114
C 2.17 -0.37 -0.22 -0.100
C 0.06 -0.88 0.21 -0.380
H -3.04 -0.04 0.09 0.115
H -1.62 1.97 -0.41 0.094
H 2.09 1.82 0.23 0.094
H 3.21 -0.46 -0.62 0.110
H -1.67 -2.02 0.81 0.275
N 1.63 0.97 0.06 0.097
N 1.28 -1.46 -0.07 0.081
N -1.27 -1.18 -0.13 0.004
```

Properties
LUMO	0.62	eV
charge	0
highest occupied orbital energy	-8.0	eV

Run ii
This record from OMol25 describes one molecule with the formula C5H5N3. The level of theory is the ωB97M-V functional and the def2-TZVPD basis.

The geometry in XYZ format:
```
13
Properties=species:S:1:pos:R:3:lowdin_charge:R:1
C 0.71 -0.81 -0.13 -0.126
C -0.17 0.11 -1.02 -0.080
C -0.35 -1.62 0.58 -0.106
C 0.60 0.62 0.14 -0.302
C -1.51 0.02 -0.31 -0.491
N -1.49 -1.14 0.45 0.099
N 0.40 1.64 0.86 0.181
N -2.23 0.95 -0.02 0.162
H 1.60 -1.38 -0.39 0.133
H 0.03 0.26 -2.15 0.171
H -0.31 -2.55 1.34 0.162
H 0.83 1.81 1.77 0.072
H -2.17 1.97 -0.42 0.125
```

Properties
LUMO	0.49	eV
charge	0
highest occupied orbital energy	-9.3	eV

So which one is most stable? That would be run ii, about 1.9 kcal/mol below the next structure.

Run i
This record from OMol25 describes an isolated ion of composition C4H11N5 and charge +2. The level of theory is the ωB97M-V functional and the def2-TZVPD basis.

The geometry in XYZ format:
```
20
Properties=species:S:1:pos:R:3:lowdin_charge:R:1
C 0.83 0.20 -0.40 -0.238
C -0.49 -1.79 -0.36 -0.332
C -0.50 -1.36 -1.66 -0.032
C 0.18 1.66 1.37 -0.095
N 0.36 1.48 0.10 0.134
N 0.33 -0.90 0.36 0.107
N -1.29 -2.75 0.15 0.163
N 0.43 -0.22 -1.77 0.143
N 0.09 2.83 1.93 0.244
H 1.90 0.38 -0.26 0.185
H -0.70 -2.05 -2.55 0.169
H 0.23 0.73 1.93 0.161
H 0.50 2.21 -0.63 0.205
H 0.35 -0.80 1.35 0.129
H -1.45 -3.23 1.12 0.200
H -1.85 -3.19 -0.60 0.134
H -0.13 0.55 -2.08 0.164
H 1.23 -0.50 -2.43 0.237
H 0.01 2.95 2.90 0.126
H -0.01 3.80 1.53 0.195
```

Properties
LUMO	-7.69	eV
charge	+2
highest occupied orbital energy	-16.0	eV

Run ii
This record from OMol25 describes a 2-piece molecular cluster, C4H11N5 overall. The level of theory is the ωB97M-V functional and the def2-TZVPD basis.

The geometry in XYZ format:
```
20
Properties=species:S:1:pos:R:3:lowdin_charge:R:1
C 0.68 -1.66 -0.37 -0.293
C -1.26 3.37 2.11 0.294
C -0.18 2.89 1.32 -0.111
C -0.42 1.76 0.54 0.241
N 1.32 -1.91 0.79 0.243
N 0.08 -2.69 -1.02 0.024
N 0.62 -0.40 -0.91 -0.042
N -0.50 -2.43 -2.30 0.062
N 1.17 0.60 -0.27 0.071
H -1.19 4.43 2.52 0.145
H -2.05 2.82 2.52 0.094
H 0.75 3.32 1.19 0.102
H 1.87 -1.18 1.17 0.116
H -1.33 1.19 0.15 0.132
H 1.45 -2.83 1.14 0.135
H 0.52 -3.57 -0.73 0.183
H 0.55 -0.23 -1.96 0.205
H -0.28 -3.14 -2.91 0.074
H -1.62 -2.36 -2.27 0.181
H 1.60 1.31 -0.94 0.145
```

Properties
LUMO (alpha / beta)	-10.26 / -10.26	eV
charge	+2
highest occupied orbital energy (alpha / beta)	-17.0 / -17.0	eV

So which one is most stable? That would be run i, about 114.7 kcal/mol below the next structure.

Run i
This record from OMol25 describes one molecule with the formula CH5N2PS. The level of theory is the ωB97M-V functional and the def2-TZVPD basis.

The geometry in XYZ format:
```
10
Properties=species:S:1:pos:R:3:lowdin_charge:R:1
C -2.10 0.60 -0.12 -0.119
N -0.67 0.78 -0.07 -0.261
N 0.06 -0.17 0.05 -0.168
P 3.10 -0.86 -0.10 0.325
S 1.88 0.79 0.03 0.247
H -2.32 0.91 -1.23 0.114
H -2.64 1.28 0.67 0.117
H -2.28 -0.45 0.06 0.047
H 3.02 -1.04 1.25 -0.218
H 1.95 -1.84 -0.53 -0.085
```

Properties
LUMO	-0.06	eV
charge	0
highest occupied orbital energy	-8.6	eV

Run ii
This record from OMol25 describes a 2-piece molecular cluster, CH5N2PS overall. The level of theory is the ωB97M-V functional and the def2-TZVPD basis.

The geometry in XYZ format:
```
10
Properties=species:S:1:pos:R:3:lowdin_charge:R:1
C 1.40 1.41 -0.97 -0.087
N 0.03 1.16 -1.48 -0.151
N -0.98 0.98 -0.94 -0.007
P -2.61 -1.25 0.66 0.255
S -0.77 -0.42 1.02 0.047
H 1.31 1.21 0.17 0.065
H 1.76 2.48 -1.24 0.123
H 1.94 0.61 -1.45 0.067
H -2.23 -2.70 0.27 -0.109
H -2.97 -1.49 1.96 -0.204
```

Properties
LUMO (alpha / beta)	-1.06 / -0.27	eV
charge	0
highest occupied orbital energy (alpha / beta)	-7.9 / -8.1	eV

So which one is most stable? That would be run i, about 3.6 kcal/mol below the next structure.